C6H10O2 | wB97M-V/def2-TZVPD

Results
SMILES string: CC(C)=C=O.CC=O
ΔE to the lowest compared entry with this formula, charge and spin (kcal per mole): 60.8
Frontier orbital gap (Ha): 0.3457
E (eV): -10476.5355
Total charge: 0

Bonds (Å) are listed after each position.
Element x y z (Å)
1 C -0.94 -1.51 -0.23  C2 1.521, H6 1.089, H7 1.091, H8 1.087
2 C 0.16 -0.69 0.43  C1 1.521, C3 1.518, C4 1.349
3 C 1.50 -1.39 0.53  C2 1.518, H9 1.090, H10 1.088, H11 1.090
4 C -0.23 0.11 1.44  C2 1.349, O5 1.160
5 O -0.42 0.75 2.39  C4 1.160
6 H -0.97 -2.52 0.17  C1 1.089
7 H -0.72 -1.56 -1.29  C1 1.091
8 H -1.92 -1.04 -0.13  C1 1.087
9 H 1.41 -2.37 0.98  C3 1.090
10 H 2.22 -0.80 1.10  C3 1.088
11 H 1.88 -1.52 -0.49  C3 1.090
12 C -0.76 2.17 -0.40  C13 1.647, H15 1.089, H16 1.088, H17 1.090
13 C 0.34 1.05 -0.91  C12 1.647, O14 1.220, H18 1.107
14 O 0.23 0.55 -2.02  C13 1.220
15 H -1.53 1.92 0.33  C12 1.089
16 H -1.30 2.38 -1.31  C12 1.088
17 H -0.27 3.06 -0.02  C12 1.090
18 H 1.32 1.40 -0.55  C13 1.107